The following is a quantum chemistry calculation of the ion C4H8N3O with charge +1 at a distorted geometry, from the OMol25 dataset.

The geometry in ORCA input format:
```
! RIJCOSX wB97M-V def2-TZVPD def2/J DEFGRID3
* xyz 1 1
C -0.715 -0.958 1.262
N -1.773 -0.519 0.643
C -1.872 0.753 -0.199
C -0.481 0.960 -0.760
N 0.499 0.163 -0.513
N 1.793 0.205 -0.871
C 2.667 -0.563 -0.066
O 2.405 -1.078 0.962
H 0.096 -0.269 1.529
H -0.687 -1.986 1.457
H -2.488 -1.138 0.405
H -2.440 1.602 0.317
H -2.658 0.423 -0.927
H -0.194 1.833 -1.349
H 2.242 0.848 -1.462
H 3.606 -0.276 -0.426
*
```

Values from the calculation:
SMILES string: C=[NH+]C/C=N/NC=O
Orbital gap in hartree: 0.34341
Energy above the lowest of the compared OMol25 structures with the same formula, charge and spin in kJ/mol: 423.0
Total energy in eV: -10785.9172
LUMO level in eV: -4.49
Highest occupied orbital energy in eV: -13.833

***

The following is a quantum chemistry calculation of a structure of composition C44H108As2CdCl8F12O20 at a distorted geometry, from the OMol25 dataset.

The geometry in ORCA input format:
```
! RIJCOSX wB97M-V def2-TZVPD def2/J DEFGRID3
* xyz 0 1
Cd -17.406 -14.494 24.776
As -17.322 -11.284 22.894
F -17.431 -12.918 23.673
F -17.979 -10.807 24.438
F -17.304 -9.595 22.272
F -16.717 -12.001 21.361
F -18.997 -11.536 22.314
F -15.648 -11.163 23.503
As -16.043 -17.857 23.559
F -16.757 -16.256 24.077
F -14.389 -17.417 24.187
F -15.455 -19.462 22.940
F -17.701 -18.285 23.048
F -15.609 -17.137 21.973
F -16.415 -18.498 25.180
C -27.286 -11.686 23.593
O -25.875 -11.814 23.841
C -25.209 -12.120 22.569
C -23.642 -12.048 22.756
O -23.085 -12.760 23.856
C -23.626 -14.063 24.161
H -27.817 -12.631 23.477
H -27.485 -11.007 22.764
H -27.587 -11.206 24.525
H -25.495 -11.324 21.883
H -25.440 -13.118 22.194
H -23.348 -11.003 22.846
H -23.124 -12.493 21.906
H -23.227 -14.389 25.121
H -23.428 -14.755 23.343
H -24.663 -13.968 24.482
C -16.203 -8.789 18.044
O -15.737 -9.948 17.328
C -15.131 -10.957 18.186
C -14.686 -12.144 17.276
O -15.876 -12.552 16.662
C -15.642 -13.467 15.596
H -15.318 -8.466 18.592
H -17.029 -9.002 18.722
H -16.547 -7.960 17.424
H -15.816 -11.274 18.972
H -14.225 -10.541 18.627
H -14.199 -12.907 17.883
H -13.958 -11.796 16.543
H -16.591 -13.610 15.077
H -15.127 -14.385 15.875
H -14.967 -13.015 14.868
C -20.726 -9.075 23.011
O -21.860 -8.354 23.545
C -22.301 -7.355 22.623
C -23.783 -6.901 23.000
O -24.755 -7.882 22.724
C -26.051 -7.619 23.222
H -21.110 -9.510 22.088
H -20.426 -9.905 23.651
H -19.936 -8.353 22.808
H -22.329 -7.697 21.589
H -21.559 -6.562 22.722
H -24.113 -6.000 22.482
H -23.822 -6.738 24.077
H -26.470 -6.615 23.293
H -26.070 -8.163 24.166
H -26.642 -8.163 22.485
C -17.705 -14.440 18.618
O -18.184 -15.791 18.661
C -17.146 -16.777 18.828
C -16.218 -16.865 17.555
O -16.963 -17.240 16.423
C -16.139 -17.634 15.324
H -16.906 -14.121 19.288
H -18.541 -13.829 18.959
H -17.352 -14.185 17.619
H -17.527 -17.761 19.100
H -16.467 -16.522 19.642
H -15.378 -17.525 17.773
H -15.762 -15.910 17.297
H -16.743 -17.960 14.477
H -15.474 -18.450 15.608
H -15.502 -16.825 14.967
C -18.962 -15.374 22.182
O -18.963 -14.896 23.543
C -20.215 -14.278 23.821
C -20.134 -13.203 24.897
O -18.958 -13.474 25.746
C -19.174 -13.006 27.138
H -19.200 -14.524 21.544
H -19.690 -16.175 22.051
H -18.030 -15.813 21.827
H -20.936 -15.035 24.129
H -20.621 -13.718 22.978
H -21.067 -13.217 25.461
H -20.082 -12.253 24.366
H -18.285 -12.991 27.768
H -19.867 -13.710 27.599
H -19.597 -12.004 27.217
C -16.135 -4.210 20.754
O -17.224 -4.901 20.163
C -17.467 -6.128 20.887
C -18.567 -6.974 20.143
O -19.838 -6.283 20.059
C -20.820 -6.964 19.245
H -16.333 -3.865 21.769
H -15.795 -3.330 20.209
H -15.309 -4.921 20.758
H -17.798 -5.911 21.903
H -16.491 -6.598 21.005
H -18.640 -7.972 20.574
H -18.239 -7.067 19.108
H -21.749 -6.408 19.117
H -21.100 -7.944 19.629
H -20.428 -7.235 18.264
C -17.591 -16.160 27.599
O -18.084 -15.943 26.319
C -19.019 -16.997 25.888
C -20.286 -17.123 26.742
O -20.762 -15.797 26.805
C -21.888 -15.587 27.639
H -17.423 -17.218 27.803
H -18.326 -15.915 28.366
H -16.672 -15.599 27.769
H -18.622 -18.011 25.840
H -19.302 -16.795 24.855
H -20.080 -17.343 27.790
H -21.062 -17.752 26.305
H -21.634 -15.761 28.685
H -22.690 -16.290 27.412
H -22.170 -14.552 27.452
C -17.690 -4.176 25.037
O -17.329 -5.119 26.067
C -16.958 -6.427 25.587
C -18.108 -7.489 25.784
O -18.307 -7.745 27.203
C -19.087 -8.891 27.488
H -18.286 -4.661 24.264
H -16.840 -3.672 24.576
H -18.367 -3.480 25.532
H -16.161 -6.800 26.230
H -16.621 -6.308 24.557
H -17.719 -8.398 25.325
H -19.044 -7.183 25.316
H -20.136 -8.622 27.610
H -18.806 -9.296 28.461
H -18.983 -9.724 26.793
C -15.384 -9.086 29.033
O -14.111 -9.783 29.071
C -13.357 -9.502 27.903
C -12.028 -10.354 27.859
O -12.297 -11.754 27.862
C -11.148 -12.610 27.618
H -15.369 -8.061 28.663
H -15.795 -9.047 30.042
H -16.069 -9.697 28.446
H -13.078 -8.470 27.688
H -13.966 -9.806 27.053
H -11.489 -10.155 28.785
H -11.363 -10.053 27.049
H -10.935 -12.515 26.553
H -11.447 -13.643 27.798
H -10.272 -12.284 28.178
C -15.736 -12.308 26.525
O -16.075 -13.657 26.128
C -14.913 -14.436 26.027
C -14.305 -14.301 24.609
O -15.304 -14.219 23.602
C -14.716 -13.910 22.379
H -16.602 -11.656 26.640
H -14.999 -11.858 25.860
H -15.312 -12.289 27.529
H -15.188 -15.489 26.085
H -14.248 -14.259 26.873
H -13.617 -15.110 24.363
H -13.801 -13.335 24.623
H -14.381 -12.882 22.248
H -15.473 -14.020 21.601
H -13.864 -14.576 22.242
C -10.063 -12.345 22.579
Cl -8.545 -12.939 23.181
Cl -11.300 -13.351 23.371
H -10.140 -11.266 22.711
H -10.165 -12.447 21.499
C -13.076 -9.487 22.752
Cl -12.702 -10.636 21.432
Cl -12.634 -10.203 24.362
H -12.514 -8.555 22.708
H -14.137 -9.238 22.777
C -23.704 -9.758 26.061
Cl -24.340 -9.524 27.695
Cl -22.067 -10.424 26.019
H -24.345 -10.409 25.468
H -23.713 -8.814 25.516
C -18.843 -11.029 17.034
Cl -20.203 -12.220 16.886
Cl -19.568 -9.445 16.518
H -18.499 -10.994 18.067
H -18.021 -11.283 16.364
*
```

Values from the calculation:
Orbital gap in hartree: 0.34335
Total energy in eV: -347351.9139
LUMO level in eV: 0.04
Highest occupied orbital energy in eV: -9.308